A molecular structure, C4H6BrN2 at a distorted geometry. Source: the Open Molecules 2025 dataset; level of theory: wB97M-V/def2-TZVPD.

Last column: Löwdin charge in e.
Geometry (Å):
C (2.326, 1.610, -0.439)  0.04
C (-2.644, -1.656, -0.257)  0.12
C (1.688, 1.255, 0.606)  0.05
C (-0.451, -0.743, 0.133)  -0.76
N (-1.470, -1.286, -0.391)  0.06
N (0.047, 0.435, 0.012)  0.05
Br (0.712, -1.890, 1.219)  0.79
H (3.259, 2.106, -0.360)  0.09
H (1.852, 1.184, -1.382)  0.12
H (-3.325, -1.564, 0.589)  0.12
H (-3.066, -2.175, -1.080)  0.10
H (1.664, 1.502, 1.607)  0.07
H (-0.591, 1.222, -0.257)  0.15

Output
Multiplicity: 1
Net charge: +1
Relative energy (zero: lowest compared OMol25 entry of this formula, charge and spin) (kcal/mol): 85.8